{
  "formula": "C29H32F6Ge2KNO2Sb",
  "method": "ωB97M-V/def2-TZVPD",
  "elements": ["K", "F", "Sb", "F", "F", "F", "F", "F", "C", "Ge", "C", "C", "Ge", "C", "C", "C", "C", "C", "C", "C", "C", "C", "C", "C", "C", "H", "H", "H", "H", "H", "H", "H", "H", "H", "H", "H", "H", "H", "H", "H", "H", "H", "H", "H", "C", "O", "C", "C", "C", "C", "C", "C", "N", "C", "C", "C", "C", "C", "C", "C", "O", "H", "H", "H", "H", "H", "H", "H", "H", "H", "H", "H", "H", "H"],
  "positions_angstrom": [[-1.559, -1.825, -1.465], [-1.809, -0.282, 0.176], [-3.789, -0.529, 0.494], [-3.760, -1.505, -1.139], [-3.958, 1.024, -0.539], [-3.325, -2.128, 1.351], [-3.474, 0.440, 2.064], [-5.617, -0.705, 0.762], [1.309, 3.841, -0.426], [0.958, 1.920, -0.506], [0.217, 1.299, -2.192], [2.618, 1.017, -0.059], [-0.854, 1.737, 1.137], [-2.229, 3.021, 0.849], [-2.369, 3.598, -0.418], [-3.401, 4.484, -0.671], [-4.297, 4.803, 0.342], [-4.159, 4.248, 1.608], [-3.134, 3.352, 1.864], [-0.668, 1.298, 3.001], [-0.333, 2.396, 3.798], [-0.163, 2.236, 5.167], [-0.341, 0.987, 5.742], [-0.685, -0.104, 4.953], [-0.843, 0.046, 3.585], [1.985, 4.108, -1.240], [1.804, 4.074, 0.517], [0.408, 4.445, -0.505], [0.783, 1.710, -3.029], [-0.831, 1.579, -2.303], [0.301, 0.214, -2.197], [3.422, 1.592, -0.523], [2.632, -0.003, -0.437], [2.787, 0.991, 1.016], [-1.680, 3.346, -1.215], [-3.518, 4.918, -1.656], [-5.113, 5.485, 0.142], [-4.857, 4.507, 2.393], [-3.042, 2.905, 2.844], [-0.214, 3.383, 3.362], [0.096, 3.089, 5.781], [-0.224, 0.865, 6.811], [-0.839, -1.074, 5.407], [-1.130, -0.810, 2.988], [3.768, -1.204, -3.194], [2.970, -2.294, -2.745], [1.754, -2.450, -3.304], [1.178, -1.561, -4.200], [-0.079, -1.822, -4.737], [-0.760, -2.981, -4.402], [-0.180, -3.878, -3.510], [1.049, -3.605, -2.945], [1.649, -4.569, -2.085], [2.269, -4.433, -0.917], [2.244, -3.453, 0.068], [3.141, -3.681, 1.168], [3.113, -2.922, 2.285], [2.130, -1.897, 2.385], [1.264, -1.637, 1.372], [1.300, -2.353, 0.129], [0.512, -2.065, -0.812], [4.708, -1.277, -2.656], [3.290, -0.250, -2.966], [3.955, -1.273, -4.267], [1.706, -0.665, -4.492], [-0.506, -1.127, -5.448], [-1.712, -3.210, -4.862], [-0.682, -4.809, -3.269], [1.712, -5.491, -2.489], [2.863, -5.309, -0.676], [3.858, -4.491, 1.082], [3.802, -3.101, 3.099], [2.064, -1.320, 3.300], [0.518, -0.861, 1.453]],
  "forces_ev_per_a": [[-0.1, -1.2, -2.4], [-0.2, 1.4, 1.4], [-0.6, 0.3, 0.2], [-1.4, 0.2, 0.2], [0.0, 0.0, 0.0], [0.2, 0.0, 0.0], [0.0, 0.1, 0.1], [0.0, -0.1, 0.0], [0.0, 0.0, 0.0], [0.0, 0.0, 0.1], [-0.1, 0.0, 0.0], [0.0, 0.0, 0.0], [0.0, -0.2, -0.1], [-0.1, 0.0, -0.1], [-0.1, 0.1, 0.1], [0.0, 0.0, 0.0], [0.0, 0.0, 0.0], [0.0, 0.0, 0.0], [0.1, 0.1, -0.1], [0.0, 0.0, 0.0], [0.0, -0.1, 0.0], [0.0, 0.0, 0.0], [0.0, 0.0, 0.0], [0.0, 0.0, 0.0], [0.0, 0.1, 0.0], [0.0, 0.0, 0.0], [0.0, 0.0, 0.0], [0.0, 0.0, 0.0], [0.0, 0.0, 0.0], [0.0, 0.0, 0.0], [0.1, -0.1, -0.1], [0.0, -0.1, 0.0], [0.0, 0.0, 0.0], [0.0, 0.0, 0.0], [0.0, 0.0, 0.0], [0.0, 0.0, 0.0], [0.0, 0.0, 0.0], [0.0, 0.0, 0.0], [0.0, 0.0, 0.0], [0.0, 0.0, 0.0], [0.0, 0.0, 0.0], [0.0, 0.0, 0.0], [0.0, 0.0, 0.0], [0.0, 0.0, 0.0], [0.0, 0.0, 0.0], [0.0, 0.0, 0.0], [0.1, 0.0, 0.0], [-0.1, 0.0, 0.0], [0.0, 0.0, 0.0], [0.0, -0.1, -0.1], [-0.1, -0.1, -0.2], [0.0, -0.1, 0.0], [0.0, 0.1, 0.0], [0.0, 0.0, 0.0], [0.0, 0.0, 0.0], [0.0, 0.0, 0.0], [0.0, 0.1, 0.0], [0.0, 0.0, 0.0], [0.1, 0.1, -0.1], [0.1, -0.2, -0.1], [2.1, -0.2, 1.0], [0.0, 0.0, 0.0], [0.0, 0.0, 0.0], [0.0, 0.0, 0.0], [0.0, 0.0, 0.0], [0.0, 0.0, 0.0], [0.0, 0.0, 0.0], [0.0, 0.0, 0.1], [0.1, 0.0, -0.1], [0.0, 0.0, 0.0], [0.0, 0.0, 0.0], [0.0, 0.0, 0.0], [0.0, 0.0, 0.0], [0.0, 0.0, 0.0]],
  "lumo_energy_ev": -3.35,
  "e_homo_ev": -10.72,
  "max_force_ev_per_a": 2.66,
  "orbital_gap_ev": 7.370,
  "total_charge": 1,
  "energy_ha": -6922.66809
}

***

{
  "formula": "C4H9N2",
  "method": "ωB97M-V/def2-TZVPD",
  "elements": ["C", "C", "C", "C", "N", "N", "H", "H", "H", "H", "H", "H", "H", "H", "H"],
  "positions_angstrom": [[-1.621, 0.345, -1.058], [-0.233, 0.774, 0.183], [3.348, -0.427, -0.895], [-2.265, -0.085, 1.452], [-1.515, 0.322, 0.311], [-0.394, 0.869, -1.231], [-2.477, 0.036, -1.551], [0.489, 1.007, 0.865], [2.754, -0.386, -0.038], [4.271, -1.105, -0.751], [3.263, 0.014, -1.845], [-3.288, 0.252, 1.339], [-2.354, -1.116, 1.701], [-1.735, 0.401, 2.295], [0.202, 1.167, -1.977]],
  "forces_ev_per_a": [[-0.2, 0.1, 1.8], [-2.1, -0.2, -2.6], [3.3, -2.4, 0.3], [-0.3, 1.1, 1.3], [1.5, -0.4, -1.0], [0.6, -0.2, 1.7], [-1.1, -0.3, -1.7], [1.9, 0.6, 1.5], [-1.2, 0.5, 0.8], [-1.6, 1.3, -0.4], [-0.5, 0.7, -0.7], [-0.1, 0.5, 0.2], [0.6, -1.1, -0.5], [-0.8, -0.1, -0.2], [0.0, 0.0, -0.4]],
  "lumo_energy_ev": [-3.49, -5.99],
  "e_homo_ev": [-14.20, -11.99],
  "max_force_ev_per_a": 4.09,
  "orbital_gap_ev": [10.711, 6.008],
  "total_charge": 1,
  "energy_ha": -266.86589
}